1.
{"formula": "C8H9F2I", "method": "wB97M-V/def2-TZVPD", "mol_weight_g_mol": 270.06, "total_charge": 0, "max_force_ev_per_a": 6.8, "spin_multiplicity": 3, "e_lumo_ev": [0.755, -2.683], "homo_lumo_gap_ev": [6.83, 5.94], "elements": ["C", "C", "C", "C", "C", "C", "C", "C", "F", "F", "I", "H", "H", "H", "H", "H", "H", "H", "H", "H"], "positions_angstrom": [[-1.457, 1.204, 0.545], [-0.299, 1.731, 0.079], [-2.123, -0.007, -0.009], [-1.097, -0.911, -0.726], [-0.014, -1.459, 0.322], [1.357, -1.278, -0.147], [2.324, -0.840, 0.653], [0.783, 2.341, -0.378], [1.941, 2.392, 0.284], [0.772, 3.175, -1.415], [4.201, -0.482, 0.049], [-2.643, -0.645, 0.804], [-2.934, 0.498, -0.719], [-1.489, -1.775, -1.267], [-0.627, -0.346, -1.476], [-0.007, -0.908, 1.286], [-0.170, -2.545, 0.454], [1.571, -1.576, -1.189], [-2.129, 1.779, 1.283], [2.040, -0.348, 1.568]], "mulliken_charge": [-0.8453, 0.2990, -0.3672, -1.0355, -0.3587, -0.3106, -0.6477, 0.4958, -0.1884, -0.2121, 0.0780, 0.2879, 0.2733, 0.4632, 0.4511, 0.2692, 0.3553, 0.3331, 0.2887, 0.3708]}



2.
{"formula": "C3H8IN2", "method": "wB97M-V/def2-TZVPD", "mol_weight_g_mol": 199.02, "total_charge": 1, "max_force_ev_per_a": 3.9, "e_lumo_ev": -4.671, "homo_lumo_gap_ev": 8.56, "elements": ["C", "C", "C", "N", "N", "I", "H", "H", "H", "H", "H", "H", "H", "H"], "positions_angstrom": [[-1.498, -1.736, -1.846], [0.637, -1.851, 0.055], [0.703, 2.029, 0.897], [-0.029, 2.850, 1.590], [-1.874, -2.080, -2.872], [0.452, -0.607, 1.772], [-0.289, -1.736, -0.596], [0.553, -2.998, 0.456], [0.318, 1.860, -0.085], [1.789, 2.041, 0.918], [-1.025, 2.737, 1.626], [1.718, -1.598, -0.241], [-1.932, -2.458, -3.856], [0.478, 3.548, 2.180]], "mulliken_charge": [-0.3584, -0.4521, -0.5026, -0.2458, -0.0835, 0.2270, 0.1060, 0.2981, 0.3698, 0.4298, 0.2758, 0.3133, 0.3399, 0.2828]}